Record 1
{
  "formula": "C5H11O2S",
  "method": "the ωB97M-V functional and the def2-TZVPD basis",
  "elements": ["S", "O", "O", "C", "C", "C", "C", "C", "H", "H", "H", "H", "H", "H", "H", "H", "H", "H", "H"],
  "xyz": [[-2.161925, 0.165386, -1.327908], [0.854787, 0.058792, 1.703942], [2.429364, 0.064999, 0.097635], [2.391224, 1.839647, 1.727549], [-1.169484, 1.286192, -0.311676], [-1.055688, -1.264125, -1.592363], [-1.506914, -2.551870, -0.900841], [1.858463, 0.528891, 1.095801], [-0.370838, 0.710648, 0.173298], [1.565533, 2.500970, 1.743998], [-1.463535, -3.390364, -1.598344], [-0.854968, 2.146259, -0.897002], [-1.794306, 1.644297, 0.508472], [2.634568, 1.666961, 2.775071], [-0.933733, -2.794169, -0.018381], [-2.505564, -2.480152, -0.507620], [-0.104292, -0.959192, -1.157428], [-1.053087, -1.383583, -2.671178], [3.240397, 2.210415, 1.156973]],
  "forces_ev_per_angstrom": [[-0.3, 0.0, 0.0], [0.1, -0.1, -0.3], [0.1, 0.0, -0.4], [0.6, -1.1, -0.3], [-0.4, -0.2, 0.4], [-0.3, 0.3, 0.7], [-0.1, -0.2, -0.2], [-0.3, -0.2, 1.0], [0.0, 0.3, -0.2], [-0.8, 1.1, -0.2], [0.0, -0.1, 0.1], [0.4, -0.1, 0.0], [-0.1, 0.0, -0.1], [0.2, -0.1, 0.0], [0.6, 0.1, 0.1], [-0.7, 0.1, -0.2], [0.3, 0.0, -0.6], [0.5, -0.1, 0.0], [0.0, 0.2, 0.1]],
  "charge": -1,
  "lumo_energy_ev": 3.31,
  "e_above_lowest_kcal_mol": 9.2,
  "homo_energy_ha": -0.158,
  "max_force_ha_per_bohr": 0.0254,
  "e_tot_ha": -745.8289,
  "orbital_gap_ev": 7.62
}


Record 2
{
  "formula": "C25H27N3O3S",
  "method": "the ωB97M-V functional and the def2-TZVPD basis",
  "elements": ["S", "O", "O", "O", "N", "N", "N", "C", "C", "C", "C", "C", "C", "C", "C", "C", "C", "C", "C", "C", "C", "C", "C", "C", "C", "C", "C", "C", "C", "C", "C", "C", "H", "H", "H", "H", "H", "H", "H", "H", "H", "H", "H", "H", "H", "H", "H", "H", "H", "H", "H", "H", "H", "H", "H", "H", "H", "H", "H"],
  "xyz": [[1.810674, -1.053618, -3.061022], [2.207774, -2.286394, -2.452306], [1.982141, -0.881155, -4.472283], [-3.338701, -2.018585, 0.174806], [-1.587513, -1.130030, 1.299453], [0.348950, -0.361383, 2.290119], [2.653987, 0.165083, -2.308995], [-2.630103, -1.013578, 3.494335], [-4.623451, 0.163359, 4.147128], [-0.782551, 1.119662, 0.800934], [2.756251, 0.079329, -0.872863], [-0.400603, -1.123816, -1.429681], [-1.968195, -0.481866, 4.592215], [-3.961799, -0.682019, 3.275009], [-0.710845, -0.081386, -3.579950], [-1.908232, -1.891477, 2.508135], [2.388267, 1.496914, -2.795182], [-2.040147, 0.163555, -3.273123], [-2.631542, 0.363470, 5.464884], [1.240830, 0.582831, 2.523438], [-2.316272, -1.364612, 0.166526], [-0.642686, -0.115177, 1.443335], [0.155662, 2.100609, 1.056484], [3.895327, 0.971616, -0.388358], [-1.729935, -0.858475, -1.112240], [-3.959204, 0.687311, 5.243903], [3.519275, 2.428684, -2.367802], [-2.549319, -0.234718, -2.048863], [1.196950, 1.835629, 1.936471], [4.814484, 3.318695, -0.396061], [0.086998, -0.734974, -2.660339], [3.670938, 2.414517, -0.845298], [2.323499, 1.428640, -3.881499], [4.638957, 4.344077, -0.712930], [0.243518, -1.662613, -0.752125], [-4.476214, 1.346337, 5.925870], [4.910247, 3.304426, 0.687161], [4.448099, 2.087653, -2.826265], [4.834198, 0.603805, -0.803679], [-4.473859, -1.093673, 2.417529], [-0.931111, -0.732138, 4.760805], [-3.588352, -0.070036, -1.804596], [2.944518, -0.966678, -0.630223], [2.736688, 2.777571, -0.400799], [1.813157, 0.394556, -0.397678], [5.754734, 2.983145, -0.826772], [2.021335, 0.314892, 3.223189], [-2.541456, -2.724010, 2.195451], [-0.283593, 0.195110, -4.530727], [1.427544, 1.871281, -2.400614], [-1.620947, 1.310774, 0.150987], [-2.110785, 0.770576, 6.319337], [0.063632, 3.070538, 0.588907], [3.952235, 0.920070, 0.700053], [3.309191, 3.439589, -2.720829], [-0.971002, -2.260889, 2.927520], [-5.659760, 0.413147, 3.972818], [1.938277, 2.583048, 2.168329], [-2.680433, 0.652841, -3.991071]],
  "forces_ev_per_angstrom": [[0.2, 0.1, 0.0], [-0.2, 0.1, 0.3], [-0.2, 0.3, 0.0], [-0.2, 0.0, -0.1], [0.0, -0.5, 0.1], [-0.3, -0.5, -0.2], [-0.3, -0.8, -0.6], [0.0, -0.1, 0.0], [-0.1, 0.0, 0.0], [0.0, 0.0, 0.2], [0.2, -0.3, 0.7], [-0.2, -0.1, 0.1], [0.0, -0.1, 0.0], [0.0, 0.0, 0.0], [0.0, 0.1, -0.1], [-0.1, -0.2, 0.2], [0.0, 0.5, -0.5], [0.0, 0.0, 0.0], [0.0, 0.1, 0.1], [0.2, 0.4, 0.0], [0.1, 0.0, -0.1], [0.4, 0.7, 0.0], [0.0, -0.1, 0.1], [-0.4, 0.1, -0.1], [0.1, -0.1, -0.5], [0.0, 0.1, 0.1], [-0.4, -0.1, 0.2], [0.1, -0.1, 0.2], [-0.1, 0.0, 0.0], [-0.3, -0.1, 0.0], [0.7, -0.1, -0.2], [0.4, 0.0, -0.1], [-0.1, 0.2, 0.0], [0.0, 0.1, 0.0], [0.0, -0.1, 0.2], [0.0, 0.1, 0.1], [0.1, 0.0, 0.1], [0.1, 0.0, -0.1], [0.1, 0.0, 0.0], [-0.1, -0.1, -0.1], [0.1, 0.0, 0.0], [-0.1, 0.0, 0.0], [0.0, 0.1, 0.2], [0.0, 0.0, 0.0], [0.1, 0.0, 0.0], [0.2, 0.0, 0.0], [0.1, 0.1, 0.1], [0.2, 0.1, 0.1], [0.0, 0.1, -0.1], [0.1, 0.0, 0.0], [0.0, 0.0, 0.0], [0.0, 0.0, 0.1], [0.0, 0.1, 0.0], [0.0, 0.0, 0.0], [0.0, 0.0, 0.0], [-0.2, 0.0, 0.0], [-0.1, 0.0, 0.0], [0.1, 0.1, 0.0], [0.0, 0.0, -0.1]],
  "charge": 0,
  "lumo_energy_ev": 0.14,
  "e_above_lowest_kcal_mol": 4.3,
  "homo_energy_ha": -0.333,
  "max_force_ha_per_bohr": 0.0205,
  "smiles": "CC1CCN(S(=O)(=O)c2cccc(C(=O)N(Cc3ccccc3)c3ccccn3)c2)CC1",
  "e_tot_ha": -1757.0647,
  "orbital_gap_ev": 9.19
}


Record 3
{
  "formula": "C5H12O",
  "method": "the ωB97M-V functional and the def2-TZVPD basis",
  "elements": ["O", "C", "C", "C", "C", "C", "H", "H", "H", "H", "H", "H", "H", "H", "H", "H", "H", "H"],
  "xyz": [[-1.870020, -0.146543, 0.978289], [0.603220, -0.237973, -0.546639], [-1.377283, -1.329574, 0.667083], [0.240118, -1.321384, 0.361717], [-1.088387, 1.633683, -0.014823], [1.835940, 0.594151, -0.290762], [0.760572, -1.224436, 1.319255], [1.827705, 1.526614, -0.867530], [1.922004, 0.844499, 0.771857], [0.407503, -0.434217, -1.605027], [-1.833388, -1.812336, -0.228082], [2.735932, 0.038073, -0.579694], [-0.345566, 0.572886, -0.265790], [-1.141410, 1.897270, 1.033324], [-0.387095, 2.272041, -0.571578], [-2.056320, 1.558782, -0.494254], [0.421466, -2.312028, -0.061661], [-1.414947, -2.052272, 1.503690]],
  "forces_ev_per_angstrom": [[0.0, 0.0, 0.0], [0.1, -0.1, 0.0], [0.0, -0.3, 0.0], [0.1, 0.0, 0.0], [0.0, 0.3, 0.0], [0.0, 0.1, 0.0], [-0.1, 0.0, -0.1], [0.0, -0.1, 0.1], [0.0, -0.1, -0.1], [0.0, 0.0, 0.1], [0.0, 0.1, 0.1], [-0.1, 0.1, 0.0], [-0.1, 0.0, 0.0], [0.0, 0.0, -0.1], [-0.1, -0.2, 0.1], [0.1, -0.1, 0.1], [-0.1, 0.1, 0.0], [0.0, 0.1, -0.1]],
  "charge": 0,
  "lumo_energy_ev": [-0.49, -0.49],
  "e_above_lowest_kcal_mol": 114.3,
  "homo_energy_ha": [-0.304, -0.304],
  "max_force_ha_per_bohr": 0.0051,
  "e_tot_ha": -272.7666,
  "orbital_gap_ev": [7.79, 7.79]
}